32
Properties=species:S:1:pos:R:3:lowdin_spin:R:1 method="wB97M-V/def2-TZVPD" multiplicity=2 total_charge=-2 gap_ha="0.1975 / 0.2077" relative_energy_kj_mol=27.7
Pd 0.041 0.434 -0.071 0.706
S -0.983 -1.272 -4.292 -0.002
Sb 1.070 -1.248 -3.214 0.011
S 1.381 0.958 -2.119 0.118
S 0.734 -1.789 -0.814 0.097
Cl 3.258 1.682 0.319 -0.003
Si 2.331 -0.165 -0.330 -0.009
Cl 4.034 -1.059 -1.270 0.002
Cl 2.601 -1.065 1.629 -0.001
N -2.708 -1.028 -1.635 -0.001
C -3.062 -1.636 -0.461 0.000
C -3.185 -0.632 0.456 0.000
N -2.896 0.581 -0.125 0.000
C -2.601 0.292 -1.375 -0.001
H -2.312 -1.436 -2.488 0.000
H -3.152 -2.705 -0.374 0.000
H -3.409 -0.708 1.507 0.000
H -2.283 0.990 -2.133 0.000
Br -2.095 4.810 7.287 0.000
C -1.635 3.835 5.709 0.000
C -1.725 2.454 5.724 0.000
C -1.390 1.755 4.572 0.001
C -0.974 2.426 3.430 0.001
C -0.889 3.812 3.446 0.001
C -1.220 4.529 4.587 0.000
C -0.616 1.650 2.179 0.005
O -0.236 2.313 1.182 0.035
O -0.722 0.406 2.210 0.038
H -2.049 1.937 6.617 0.000
H -1.442 0.674 4.535 0.000
H -0.557 4.310 2.544 0.000
H -1.156 5.609 4.606 0.000

66
Properties=species:S:1:pos:R:3:nbo_charge:R:1 method="wB97M-V/def2-TZVPD" total_charge=0 gap_ha=0.3094 smiles="CCCCP(CCCCN(C)C(C)=O)CP(=O)(O)O.O=C1OC[C@@H](F)O1.O=C1OC[C@@H](F)O1"
C -3.425 -0.903 1.225 -0.618
C -3.512 -2.419 0.968 -0.396
C -2.298 -3.050 0.256 -0.416
C -0.933 -2.451 0.614 -0.727
P -0.052 -1.679 -0.813 0.860
C 1.163 -0.559 0.010 -0.716
C 2.155 -1.329 0.869 -0.409
C 3.019 -0.437 1.762 -0.402
C 2.223 0.442 2.730 -0.232
N 2.632 1.853 2.715 -0.488
C 2.417 2.498 1.406 -0.422
C 1.910 2.636 3.683 0.716
C 0.452 2.325 3.936 -0.740
O 2.462 3.566 4.270 -0.535
C -1.186 -0.392 -1.530 -1.175
P -2.463 -1.025 -2.645 2.373
O -2.247 -2.368 -3.164 -1.075
O -3.839 -0.890 -1.808 -0.985
O -2.588 0.071 -3.786 -1.001
H -3.256 -0.720 2.281 0.207
H -2.623 -0.430 0.672 0.189
H -4.362 -0.414 0.973 0.206
H -4.371 -2.589 0.326 0.214
H -3.697 -2.933 1.905 0.196
H -2.278 -4.098 0.538 0.211
H -2.485 -3.047 -0.812 0.231
H -0.981 -1.770 1.465 0.208
H -0.276 -3.257 0.926 0.237
H 1.681 -0.065 -0.809 0.221
H 0.636 0.228 0.554 0.195
H 2.839 -1.818 0.181 0.228
H 1.698 -2.126 1.449 0.205
H 3.644 -1.111 2.332 0.226
H 3.705 0.144 1.154 0.199
H 2.421 0.073 3.734 0.204
H 1.153 0.294 2.568 0.168
H 1.376 2.792 1.248 0.171
H 3.007 3.410 1.377 0.217
H 2.753 1.872 0.592 0.209
H -0.021 3.151 4.446 0.244
H 0.349 1.422 4.530 0.240
H -0.087 2.148 3.006 0.220
H -1.600 0.239 -0.741 0.234
H -0.544 0.253 -2.124 0.271
H -3.828 -0.032 -1.367 0.492
H -2.767 0.943 -3.371 0.509
C 7.022 -1.089 -0.069 -0.130
C 7.892 -1.914 0.853 0.445
O 6.956 -2.404 1.798 -0.490
C 5.745 -2.471 1.177 0.972
O 4.811 -3.062 1.593 -0.557
O 5.767 -1.776 0.014 -0.486
F 8.820 -1.161 1.491 -0.322
H 6.906 -0.071 0.304 0.207
H 7.380 -1.063 -1.094 0.211
H 8.391 -2.757 0.372 0.155
C -6.664 3.272 -4.164 -0.132
C -5.874 2.784 -5.358 0.444
O -4.540 2.816 -4.865 -0.475
C -4.600 2.654 -3.529 0.997
O -3.663 2.383 -2.841 -0.619
O -5.849 2.822 -3.071 -0.467
F -5.979 3.616 -6.417 -0.316
H -6.726 4.360 -4.146 0.210
H -7.662 2.848 -4.100 0.218
H -6.109 1.767 -5.677 0.167

78
Properties=species:S:1:pos:R:3:lowdin_spin:R:1 method="wB97M-V/def2-TZVPD" multiplicity=2 total_charge=+1 gap_ha="0.2396 / 0.2508" relative_energy_kj_mol=25.9
Ti -0.286 0.392 0.021 0.992
C 4.582 -0.953 1.578 0.000
C 3.407 -0.485 2.348 0.000
N 3.276 -0.481 3.632 0.000
N 2.015 0.000 3.854 0.000
C 1.349 0.291 2.738 0.001
S -0.209 0.899 2.535 -0.005
N 2.250 -0.001 1.763 0.001
N 1.957 0.130 0.404 0.004
H 5.355 -1.261 2.276 0.000
H 4.976 -0.161 0.940 0.000
H 4.313 -1.806 0.953 0.000
H 1.660 0.073 4.793 0.000
H 2.147 -0.759 -0.071 0.001
H 2.515 0.880 0.003 0.001
C -2.292 1.219 -3.653 0.000
C -1.128 0.404 -4.194 0.001
S 0.365 0.753 -3.263 0.002
O 0.072 0.099 -1.908 0.013
C 1.495 -0.422 -4.016 0.000
C 1.949 0.037 -5.394 0.000
H -3.191 0.973 -4.217 0.000
H -2.106 2.289 -3.743 0.000
H -2.471 0.994 -2.602 0.000
H -0.906 0.649 -5.234 0.000
H -1.289 -0.672 -4.098 0.000
H 1.003 -1.395 -4.013 0.000
H 2.330 -0.470 -3.315 0.000
H 1.129 0.072 -6.109 0.000
H 2.686 -0.667 -5.778 0.000
H 2.415 1.022 -5.351 0.000
C 3.154 2.790 -1.306 0.000
Si 1.674 3.968 -1.215 -0.005
C 1.395 4.671 -2.927 -0.002
C 2.189 5.343 -0.056 0.000
As -0.284 2.883 -0.539 -0.040
Si -1.318 4.284 1.027 -0.005
C -1.816 5.846 0.122 -0.002
C -0.312 4.733 2.538 -0.001
C -2.879 3.370 1.535 0.000
H 3.962 3.280 -1.856 0.000
H 2.943 1.851 -1.825 0.000
H 3.556 2.577 -0.309 0.000
H 2.270 5.226 -3.276 0.000
H 0.541 5.352 -2.921 0.000
H 1.179 3.881 -3.650 0.000
H 3.089 5.828 -0.445 0.000
H 2.413 4.964 0.942 0.000
H 1.418 6.109 0.039 0.000
H -0.946 6.404 -0.232 0.000
H -2.385 6.507 0.781 0.000
H -2.436 5.611 -0.744 0.000
H 0.553 5.340 2.275 0.000
H 0.033 3.850 3.075 0.000
H -0.936 5.321 3.217 0.000
H -3.460 3.125 0.642 0.000
H -3.497 3.999 2.182 0.000
H -2.665 2.445 2.075 0.000
F -0.034 -1.566 0.924 0.008
Sb 0.087 -3.237 -0.151 0.000
F -1.389 -3.880 0.792 0.000
F -1.073 -2.313 -1.324 0.001
F 0.245 -4.678 -1.315 0.000
F 1.566 -2.316 -0.963 0.001
F 1.286 -3.875 1.133 0.000
N -2.385 0.109 0.200 0.007
C -3.514 -0.083 0.254 0.022
C -4.912 -0.349 0.327 0.003
C -5.781 0.658 0.751 0.001
C -7.134 0.383 0.825 0.000
C -7.605 -0.879 0.483 0.000
C -6.733 -1.876 0.065 0.000
C -5.376 -1.620 -0.017 0.001
H -5.392 1.632 1.019 0.000
H -7.821 1.150 1.153 0.000
H -8.664 -1.088 0.545 0.000
H -7.110 -2.856 -0.194 0.000
H -4.679 -2.385 -0.331 0.000

19
Properties=species:S:1:pos:R:3:nbo_charge:R:1 method="wB97M-V/def2-TZVPD" total_charge=0 gap_ha=0.2574 relative_energy_kj_mol=51.5
C 1.674 0.792 0.883 -0.040
O 0.721 0.854 -0.114 -1.027
Na 1.255 0.105 -2.114 0.948
C 3.057 0.401 0.360 -0.642
H 1.775 1.758 1.431 0.124
H 1.395 0.039 1.658 0.125
H 3.802 0.361 1.170 0.208
H 3.028 -0.597 -0.108 0.184
H 3.408 1.137 -0.382 0.178
C -0.657 -1.072 -0.570 1.037
O -1.572 -0.643 -1.503 -0.517
C -2.686 -0.108 -0.863 0.438
C -2.361 -0.235 0.624 -0.133
O -1.223 -1.097 0.636 -0.465
O 0.294 -1.743 -0.930 -0.670
F -3.774 -0.884 -1.197 -0.349
H -2.882 0.908 -1.220 0.165
H -2.082 0.732 1.055 0.219
H -3.174 -0.708 1.182 0.218

16
Properties=species:S:1:pos:R:3:nbo_charge:R:1 method="wB97M-V/def2-TZVPD" total_charge=0 gap_ha=0.3696 relative_energy_kj_mol=427.1
C 1.265 1.593 -0.277 -0.632
C -0.154 1.446 -0.821 -0.212
N -0.698 0.073 -0.773 -0.643
C -0.883 -0.369 0.519 0.822
O -1.356 0.108 1.494 -0.526
O 0.688 -1.372 0.772 -0.717
C -0.282 -2.275 0.791 -0.017
H 1.956 0.921 -0.798 0.211
H 1.615 2.623 -0.419 0.216
H 1.303 1.352 0.789 0.229
H -0.852 2.089 -0.278 0.211
H -0.197 1.735 -1.875 0.203
H -0.095 -0.572 -1.273 0.400
H -0.190 -3.167 0.141 0.173
H -0.787 -2.486 1.753 0.170
H -1.331 -1.697 0.256 0.112

9
Properties=species:S:1:pos:R:3:nbo_charge:R:1 method="wB97M-V/def2-TZVPD" total_charge=0 gap_ha=0.3772 smiles="C1=NOPC1" relative_energy_kj_mol=232.2
C -0.315 -1.270 -0.100 0.051
C 0.096 0.399 -0.431 -0.776
N -1.515 -1.500 -0.001 -0.086
O -2.343 -0.428 -0.002 -0.598
P -1.584 1.053 -0.005 0.841
H 0.300 -2.038 -0.193 0.191
H 0.753 0.839 0.229 0.229
H 0.557 0.261 -1.391 0.241
H -1.327 1.283 1.313 -0.092

Number 1: electronic energy -6453.0409 Ha. Number 2: electronic energy -2395.3680 Ha. Number 3: electronic energy -6434.6546 Ha. Number 4: electronic energy -758.4560 Ha. Number 5: electronic energy -362.9228 Ha. Number 6: electronic energy -549.8522 Ha.